ORCA calculation (ωB97M-V/def2-TZVPD) on a structure of composition C56H114F6HgN7O10S2 in a non-equilibrium geometry.

The value obtained for the HOMO energy is -9.445 eV. Its relative energy (zero: lowest compared OMol25 entry of this formula, charge and spin) is 6.997 eV. For the total energy, the calculation gives -132946.585 eV. The LUMO energy comes out at -8.5 eV. The HOMO-LUMO gap comes out at 0.96 eV. Its net charge is +1.

Structure (XYZ):
```
196
C56H114F6HgN7O10S2, DFT ωB97M-V/def2-TZVPD
Hg 5.19198 -3.53630 -4.95987
C 1.29941 -2.71054 -0.92503
F 1.04178 -3.92669 -1.53081
F 0.11120 -2.20582 -0.71667
F 2.02762 -2.92776 0.23491
S 2.18739 -1.50921 -2.27355
O 2.24351 -2.30161 -3.52057
O 1.52959 -0.24078 -2.21292
N 3.89171 -1.68685 -1.88089
S 4.03865 -0.46909 -0.85673
O 3.91691 0.90635 -1.41465
O 3.38822 -0.61020 0.45201
C 5.97353 -0.64148 -0.47722
F 6.35724 0.57313 -0.16391
F 6.20851 -1.50957 0.46975
F 6.64129 -1.11670 -1.56745
C 0.27487 7.02032 -8.95177
C -0.46284 5.85271 -9.70608
C 0.53320 4.73994 -10.13856
C 1.04264 3.83615 -8.98690
C -0.17543 3.16755 -8.35594
C -1.09959 4.23789 -7.73001
N -1.44665 5.21605 -8.80538
O -2.59164 6.00724 -8.47370
C -2.44611 3.49405 -7.21212
C -0.38669 4.89254 -6.49689
C -0.95665 6.41846 -11.04052
H -0.33459 7.27641 -8.08512
H 0.44492 7.92026 -9.54278
H 1.21061 6.75930 -8.45745
H 0.15591 4.20401 -11.00950
H 1.48449 5.11121 -10.51974
H 1.62759 4.38126 -8.24609
H 1.78084 3.17955 -9.44737
H 0.17777 2.47801 -7.58920
H -0.74434 2.54945 -9.05049
H -2.30029 2.63078 -6.56281
H -3.05417 4.20657 -6.65473
H -2.99020 3.29101 -8.13453
H 0.34040 4.21996 -6.04185
H 0.13528 5.78336 -6.84630
H -1.12966 5.16549 -5.74750
H -1.71173 7.20336 -10.99726
H -1.48664 5.56924 -11.47184
H -0.17632 6.71845 -11.73994
H -3.09937 5.99594 -9.28836
C 1.16089 8.91228 0.81941
C 2.15827 8.10824 1.67073
C 3.39112 7.70585 0.84032
C 4.14919 8.92278 0.37632
C 4.68111 9.53329 1.63705
C 3.64653 9.96591 2.65216
N 2.63456 8.90899 2.82040
O 1.54105 9.27398 3.64381
C 4.44410 10.21108 3.99921
C 3.01096 11.37805 2.12214
C 1.46799 6.78778 2.15238
H 1.42839 9.96718 0.75831
H 0.18855 8.93610 1.31145
H 1.03909 8.49540 -0.18033
H 4.15083 7.06780 1.29181
H 3.00626 7.28481 -0.08850
H 3.59768 9.65511 -0.21328
H 4.93026 8.54198 -0.28172
H 5.34518 10.36547 1.40338
H 5.31221 8.79191 2.12712
H 4.07928 11.14184 4.43360
H 4.15749 9.50650 4.77993
H 5.52871 10.24409 4.10222
H 2.36487 11.77304 2.90613
H 3.90301 12.00424 2.13761
H 2.56679 11.48763 1.13279
H 2.19339 5.97658 2.09032
H 0.59419 6.54633 1.54717
H 1.04264 6.86131 3.15326
H 1.49185 8.57370 4.29864
C -9.46117 -4.79736 -6.55939
C -8.53773 -3.65997 -5.97981
C -9.46902 -2.84407 -4.96332
C -8.62724 -2.17625 -3.92317
C -7.89355 -3.19710 -3.09115
C -6.77076 -3.83068 -4.05116
N -7.37326 -4.30763 -5.36587
O -6.49125 -4.82465 -6.23250
C -5.67835 -2.71946 -4.36510
C -6.25682 -5.03700 -3.21181
C -8.15283 -2.74078 -7.10140
H -9.01795 -5.29531 -7.42177
H -10.41253 -4.33164 -6.81651
H -9.69003 -5.56152 -5.81657
H -10.13755 -2.16640 -5.49430
H -10.10299 -3.58412 -4.47495
H -9.33835 -1.79179 -3.19200
H -7.92787 -1.41536 -4.26962
H -8.48504 -3.97400 -2.60673
H -7.47657 -2.63877 -2.25300
H -5.64582 -1.93698 -3.60698
H -4.69763 -3.15966 -4.54536
H -6.07507 -2.11806 -5.18305
H -6.94426 -5.59455 -2.57567
H -6.07148 -5.82833 -3.93814
H -5.44852 -4.69465 -2.56562
H -9.05141 -2.15052 -7.28096
H -7.77262 -3.32014 -7.94275
H -7.23767 -2.17982 -6.91185
H -6.66780 -5.76764 -6.19785
C 5.29607 -8.13437 -3.11077
C 6.78311 -8.41519 -2.92414
C 7.01768 -9.82564 -3.47523
C 7.44896 -9.89311 -4.93024
C 8.54476 -8.88567 -5.25840
C 8.86227 -7.77032 -4.26718
N 7.55524 -7.39771 -3.69196
O 7.78298 -6.31199 -2.91071
C 10.02524 -8.25941 -3.44376
C 9.43779 -6.65025 -5.17562
C 7.08935 -8.46261 -1.45247
H 5.30301 -7.05861 -2.93531
H 4.77610 -8.44208 -4.01799
H 4.69378 -8.59886 -2.33000
H 7.62567 -10.47654 -2.84690
H 6.05165 -10.32961 -3.44537
H 7.64839 -10.85544 -5.40167
H 6.67639 -9.41526 -5.53264
H 8.64903 -8.66326 -6.32036
H 9.26462 -9.67415 -5.03886
H 10.76265 -8.84034 -3.99769
H 9.73786 -9.00097 -2.69837
H 10.33515 -7.52219 -2.70311
H 9.63747 -5.78492 -4.54361
H 8.71345 -6.31996 -5.92016
H 10.39356 -6.89924 -5.63671
H 6.64963 -9.31729 -0.93839
H 8.16900 -8.59163 -1.37628
H 6.87472 -7.59712 -0.82561
H 8.23221 -6.73412 -2.17478
C -4.65667 -6.06046 4.39602
C -5.17396 -4.81304 5.21261
C -6.77530 -4.78624 5.15232
C -7.37700 -5.79599 6.16013
C -6.78388 -5.45469 7.59366
C -5.26590 -5.52098 7.72928
N -4.73040 -4.74469 6.60495
O -3.40648 -4.52485 6.80116
C -5.03622 -4.79699 9.13261
C -4.77325 -7.03378 7.84902
C -4.82126 -3.59035 4.36143
H -4.95766 -5.96797 3.35250
H -5.07276 -6.99717 4.76690
H -3.57307 -6.08303 4.51177
H -7.22794 -3.79537 5.11493
H -7.14469 -5.15391 4.19499
H -7.28153 -6.82161 5.80364
H -8.42499 -5.53597 6.30909
H -7.16902 -6.09604 8.38641
H -7.22545 -4.49348 7.85670
H -5.16774 -3.72130 9.24968
H -5.91252 -4.98763 9.75218
H -4.04355 -4.86586 9.57753
H -5.13969 -7.53973 8.74223
H -5.21794 -7.45083 6.94546
H -3.74200 -7.37959 7.77807
H -5.19283 -3.62272 3.33723
H -3.73235 -3.54479 4.34438
H -5.10497 -2.66473 4.86229
H -3.46348 -3.69624 7.28258
C 0.89716 3.83564 11.75405
C 0.27857 4.39251 10.44184
C 1.00437 5.72957 10.02425
C 2.32897 5.50717 9.40086
C 2.22349 4.45922 8.19247
C 1.58198 3.14272 8.56159
N 0.31135 3.38307 9.38909
O -0.26701 2.12328 9.61870
C 1.25600 2.37400 7.32166
C 2.61707 2.28048 9.31792
C -1.22365 4.85613 10.81691
H 1.97631 3.98769 11.73359
H 0.68100 2.80446 12.03338
H 0.50947 4.48212 12.54136
H 0.44212 6.34441 9.32143
H 1.39149 6.35002 10.83250
H 3.03576 5.05960 10.09959
H 2.80899 6.44150 9.10983
H 3.24001 4.38543 7.80602
H 1.58688 4.98178 7.47849
H 0.25621 2.70792 7.04413
H 1.71587 2.60881 6.36172
H 1.30492 1.29105 7.43532
H 3.40523 2.89723 9.74979
H 2.30207 1.60774 10.11560
H 3.17401 1.65607 8.61933
H -1.87960 4.04761 11.13961
H -1.85560 5.10870 9.96547
H -1.28703 5.67356 11.53517
H -1.21742 2.24934 9.56945
```